This record from the Open Molecules 2025 dataset describes one molecule with the formula C20H31N5O4. The level of theory is ωB97M-V with the def2-TZVPD basis set.

Structure (XYZ):
```
60
C20H31N5O4 (ωB97M-V with the def2-TZVPD basis set)
C -2.524 0.519 0.286
C -1.916 -0.852 0.574
C -2.367 -1.857 -0.482
C -2.288 -1.341 1.982
N -1.345 -0.945 3.016
N -0.036 -1.434 2.912
C 0.771 -0.537 3.597
C 2.231 -0.839 3.777
C 2.964 0.480 3.557
O 3.227 1.223 4.484
N 3.209 0.806 2.267
C 2.597 0.262 1.038
C 2.444 1.706 0.507
C 1.003 2.209 0.402
N 0.502 2.317 -0.969
C -0.119 3.582 -1.333
C 0.380 1.176 -1.684
O 0.815 0.118 -1.231
C -0.296 1.290 -3.039
C -0.543 0.052 -3.902
O -1.185 0.189 -4.928
N -0.021 -1.118 -3.490
C -0.150 -2.308 -4.272
C -0.239 -3.601 -3.522
C -1.446 -3.058 -4.238
C 3.196 2.187 1.774
C 0.072 0.557 3.950
C -1.311 0.350 3.534
O -2.272 1.099 3.554
H -3.615 0.459 0.307
H -2.228 1.265 1.024
H -2.236 0.869 -0.708
H -0.825 -0.782 0.525
H -3.454 -1.981 -0.467
H -2.083 -1.513 -1.479
H -1.914 -2.838 -0.323
H -3.255 -0.947 2.295
H -2.354 -2.432 2.001
H 0.042 -2.405 3.198
H 2.441 -1.174 4.791
H 2.543 -1.607 3.067
H 3.283 -0.365 0.470
H 1.655 -0.265 1.179
H 2.972 1.899 -0.425
H 0.340 1.563 0.988
H 0.936 3.209 0.830
H -0.226 3.673 -2.409
H -1.103 3.693 -0.869
H 0.517 4.398 -0.994
H -1.275 1.758 -2.921
H 0.280 1.973 -3.668
H 0.502 -1.109 -2.623
H 0.388 -2.299 -5.211
H 0.267 -4.463 -3.932
H -0.233 -3.537 -2.442
H -2.236 -2.631 -3.637
H -1.769 -3.542 -5.149
H 2.644 2.856 2.438
H 4.190 2.598 1.598
H 0.453 1.445 4.426
```

Its net charge is 0. The SMILES is CC(C)Cn1[nH]c(CC(=O)N2CC(CN(C)C(=O)CC(=O)NC3CC3)C2)cc1=O. Its total energy is -1355.43607 Ha.